<w>
The following is a DFT calculation (wB97M-V/def2-TZVPD) of the molecule C19H25N3O3S.

Calculated values
* HOMO-LUMO gap: 8.6 eV
* net charge: 0
* SMILES: CC(C)c1cc(C(=O)NNC(=S)NCc2ccco2)c(O)c(C(C)C)c1
* HOMO level: -0.3045 hartree

Structure (XYZ):
```
51
Properties=species:S:1:pos:R:3:nbo_charge:R:1
C -3.353 -3.192 -0.100 -0.600
H -2.972 -3.499 -1.072 0.212
H -4.142 -2.461 -0.257 0.202
H -3.784 -4.061 0.393 0.209
C -2.228 -2.604 0.753 -0.214
C -1.560 -1.453 0.041 -0.037
C -0.225 -1.512 -0.296 -0.175
C 0.413 -0.445 -0.940 -0.266
C -0.319 0.726 -1.219 0.441
C -1.693 0.775 -0.916 -0.071
C -2.279 -0.304 -0.292 -0.185
H -3.326 -0.257 -0.043 0.214
C -2.447 2.039 -1.253 -0.232
C -2.254 3.059 -0.127 -0.597
H -2.791 3.977 -0.356 0.209
H -2.630 2.661 0.814 0.199
H -1.199 3.296 -0.014 0.216
C -3.933 1.805 -1.516 -0.606
H -4.465 1.571 -0.597 0.197
H -4.375 2.706 -1.935 0.216
H -4.077 0.991 -2.224 0.212
H -1.994 2.451 -2.160 0.224
O 0.241 1.803 -1.781 -0.688
H 1.210 1.640 -1.862 0.520
C 1.834 -0.477 -1.306 0.668
O 2.478 0.524 -1.606 -0.634
N 2.464 -1.693 -1.279 -0.475
N 3.841 -1.779 -1.482 -0.454
C 4.660 -1.075 -0.618 0.274
N 4.221 -0.982 0.659 -0.590
H 3.298 -1.363 0.832 0.390
C 4.541 0.151 1.510 -0.274
C 3.390 1.106 1.482 0.268
C 2.107 0.953 1.930 -0.326
C 1.398 2.098 1.494 -0.318
C 2.301 2.851 0.809 0.094
O 3.502 2.258 0.797 -0.384
H 2.211 3.792 0.304 0.207
H 0.365 2.316 1.667 0.231
H 1.717 0.137 2.504 0.223
H 4.728 -0.213 2.524 0.216
H 5.440 0.628 1.115 0.263
S 6.130 -0.559 -1.124 -0.201
H 4.149 -1.703 -2.449 0.407
H 1.962 -2.564 -1.196 0.403
H 0.337 -2.395 -0.025 0.195
C -2.756 -2.165 2.121 -0.600
H -3.173 -3.016 2.653 0.209
H -1.952 -1.741 2.720 0.211
H -3.534 -1.414 2.012 0.202
H -1.478 -3.388 0.914 0.196
```



<x>
The following is a DFT calculation (wB97M-V/def2-TZVPD) of the molecule C19H25N3O3S.

Calculated values
* HOMO-LUMO gap: 8.7 eV
* net charge: 0
* SMILES: CCN(CC(=O)NCCc1ccc(S(N)(=O)=O)cc1)Cc1ccccc1
* HOMO level: -0.3078 hartree

Structure (XYZ):
```
51
Properties=species:S:1:pos:R:3:nbo_charge:R:1
C -5.173 -0.558 0.215 -0.648
H -6.234 -0.769 0.112 0.212
H -4.985 0.450 -0.142 0.233
H -4.915 -0.612 1.270 0.198
C -4.370 -1.578 -0.598 -0.198
N -2.928 -1.422 -0.598 -0.439
C -2.428 -0.290 -1.357 -0.315
C -2.432 1.079 -0.664 0.663
O -3.273 1.933 -0.859 -0.636
N -1.400 1.244 0.192 -0.649
H -0.699 0.519 0.258 0.422
C -1.104 2.492 0.848 -0.213
H -0.823 2.291 1.886 0.192
H -2.014 3.096 0.824 0.241
C 0.038 3.242 0.134 -0.436
C 1.232 2.344 -0.002 -0.004
C 2.158 2.230 1.031 -0.211
C 3.222 1.352 0.926 -0.193
C 3.352 0.582 -0.213 -0.341
C 2.443 0.670 -1.247 -0.202
C 1.383 1.552 -1.138 -0.163
H 0.664 1.632 -1.941 0.214
H 2.575 0.038 -2.110 0.245
S 4.751 -0.522 -0.359 2.313
O 4.523 -1.443 -1.428 -0.935
O 5.108 -1.002 0.940 -0.936
N 5.996 0.475 -0.853 -1.061
H 5.882 0.846 -1.780 0.399
H 6.275 1.163 -0.176 0.397
H 3.944 1.238 1.719 0.236
H 2.043 2.835 1.918 0.217
H -0.313 3.548 -0.852 0.222
H 0.287 4.132 0.712 0.219
H -3.037 -0.203 -2.259 0.226
H -1.396 -0.515 -1.652 0.207
C -2.315 -1.623 0.702 -0.241
C -0.826 -1.839 0.612 -0.045
C 0.023 -1.311 1.579 -0.257
C 1.389 -1.529 1.514 -0.152
C 1.926 -2.268 0.474 -0.235
C 1.088 -2.791 -0.497 -0.201
C -0.279 -2.586 -0.424 -0.214
H -0.941 -3.003 -1.168 0.227
H 1.506 -3.366 -1.309 0.219
H 2.991 -2.432 0.421 0.230
H 2.039 -1.125 2.276 0.210
H -0.392 -0.740 2.400 0.211
H -2.766 -2.531 1.121 0.215
H -2.521 -0.801 1.408 0.179
H -4.579 -2.585 -0.222 0.189
H -4.697 -1.540 -1.641 0.193
```



Which of them is most stable? Easy: <x>.



<w>
The following is a DFT calculation (wB97M-V/def2-TZVPD) of a structure of composition C3H5Li2O3.

Calculated values
* HOMO-LUMO gap (spin up / spin down): 4.0 / 10.3 eV
* 2S+1: 2
* net charge: 0
* ⟨S²⟩: 0.75
* HOMO level (spin up / spin down): -0.1462 / -0.3652 hartree

Structure (XYZ):
```
13
Properties=species:S:1:pos:R:3:nbo_charge:R:1
O 1.291 0.593 -0.325 -0.500
C 1.538 -0.464 0.433 0.679
C 0.096 1.302 0.034 -0.098
O 2.100 -1.468 0.020 -0.673
O -0.821 -0.885 -0.125 -1.132
C -1.100 0.445 -0.381 -0.084
H 0.126 2.269 -0.479 0.205
H 0.089 1.455 1.125 0.175
H -1.311 0.625 -1.452 0.153
H -1.983 0.793 0.189 0.161
H 1.302 -0.348 1.506 0.128
Li 0.378 -2.022 -1.082 0.711
Li -1.703 -2.296 0.536 0.276
```



<x>
The following is a DFT calculation (wB97M-V/def2-TZVPD) of a structure of composition C3H5Li2O3.

Calculated values
* HOMO-LUMO gap (spin up / spin down): 3.9 / 10.2 eV
* 2S+1: 2
* net charge: 0
* ⟨S²⟩: 0.75
* HOMO level (spin up / spin down): -0.1457 / -0.3637 hartree

Structure (XYZ):
```
13
Properties=species:S:1:pos:R:3:nbo_charge:R:1
O 1.291 0.545 -0.313 -0.511
C 1.418 -0.504 0.502 0.682
C 0.121 1.327 -0.034 -0.100
O 1.940 -1.570 0.176 -0.690
O -0.765 -0.856 -0.105 -1.104
C -1.109 0.466 -0.327 -0.084
H 0.172 2.229 -0.653 0.206
H 0.133 1.593 1.035 0.175
H -1.441 0.633 -1.368 0.154
H -1.930 0.772 0.348 0.163
H 1.197 -0.306 1.565 0.126
Li 0.464 -1.913 -1.269 0.677
Li -1.492 -2.416 0.445 0.309
```



Which of them is most stable? Easy: <w>.



<w>
The following is a DFT calculation (wB97M-V/def2-TZVPD) of a structure of composition C2H4OS3.

Calculated values
* HOMO-LUMO gap: 5.0 eV
* net charge: 0
* HOMO level: -0.2723 hartree

Structure (XYZ):
```
10
Properties=species:S:1:pos:R:3:nbo_charge:R:1
C 1.016 1.171 0.459 0.134
C -1.700 -0.680 -0.107 -0.176
O 0.314 0.509 -0.350 -0.664
S 0.462 2.017 1.877 -0.372
S 2.708 1.492 0.360 0.080
S -0.896 -2.161 0.140 0.298
H -2.043 -0.558 -1.050 0.198
H -2.252 -0.165 0.625 0.239
H 3.026 0.637 -0.689 0.092
H -0.633 -2.263 -1.265 0.172
```



<x>
The following is a DFT calculation (wB97M-V/def2-TZVPD) of a cluster of 2 separate species, C2H4OS3 in total.

Calculated values
* HOMO-LUMO gap: 7.8 eV
* net charge: 0
* SMILES: SC=C1SS1.O
* HOMO level: -0.3178 hartree

Structure (XYZ):
```
10
Properties=species:S:1:pos:R:3:nbo_charge:R:1
C 0.552 -0.640 0.575 -0.394
C 1.528 0.191 0.934 -0.402
O -2.660 0.659 -1.108 -0.937
S -0.582 -1.786 1.219 0.182
S -0.326 -1.226 -0.779 0.158
S 2.412 1.283 -0.080 0.077
H 1.859 0.229 2.051 0.250
H -2.770 -0.260 -0.579 0.467
H -1.722 0.832 -1.018 0.465
H 1.711 0.719 -1.216 0.134
```



Which of them is most stable? Easy: <x>.



<w>
The following is a DFT calculation (wB97M-V/def2-TZVPD) of a structure of composition C14H24BF10N3O8PTi.

Calculated values
* HOMO-LUMO gap (spin up / spin down): 7.3 / 7.9 eV
* 2S+1: 2
* net charge: -2
* ⟨S²⟩: 0.75
* HOMO level (spin up / spin down): -0.1023 / -0.1216 hartree

Structure (XYZ):
```
62
Properties=species:S:1:pos:R:3:nbo_charge:R:1
Ti 0.523 -0.095 -0.091 1.688
O -1.200 -3.408 0.754 -0.736
C -1.855 -2.773 1.828 -0.079
C -1.027 -1.752 2.595 -0.252
N -0.766 -0.445 1.961 -0.452
C -0.092 0.400 2.946 -0.332
C 0.584 1.597 2.291 0.796
O 0.668 2.660 2.868 -0.631
O 1.065 1.320 1.114 -0.805
C -1.986 0.168 1.429 -0.362
C -2.335 -0.478 0.081 0.804
O -3.487 -0.592 -0.284 -0.641
O -1.282 -0.894 -0.567 -0.840
H -1.019 -2.735 0.078 0.504
H -2.085 -3.564 2.548 0.170
H -2.815 -2.346 1.514 0.174
H -0.057 -2.191 2.832 0.246
H -1.568 -1.565 3.539 0.161
H 0.710 -0.194 3.391 0.240
H -0.768 0.736 3.741 0.186
H -1.797 1.227 1.234 0.250
H -2.839 0.088 2.114 0.193
F 3.538 0.137 -0.554 -0.582
P 5.143 0.260 -0.802 2.602
F 5.405 0.254 0.786 -0.589
F 4.878 0.277 -2.413 -0.602
F 5.020 1.878 -0.783 -0.598
F 5.262 -1.353 -0.844 -0.593
F 6.741 0.388 -1.075 -0.602
C 2.155 -4.065 -0.193 -0.267
O 1.523 -2.818 -0.461 -0.560
C 1.503 -1.915 0.594 0.364
O 1.967 -2.261 1.663 -0.675
H 2.261 -4.566 -1.154 0.169
H 1.543 -4.669 0.480 0.175
H 3.134 -3.907 0.258 0.196
F -2.574 2.955 -1.518 -0.558
B -1.392 2.460 -2.049 1.363
F -0.613 3.490 -2.598 -0.574
F -1.652 1.502 -3.049 -0.575
F -0.637 1.823 -0.998 -0.565
C -0.430 -1.547 -3.692 -0.404
N 0.343 -0.384 -4.104 -0.427
C -0.074 0.244 -5.340 -0.205
C 0.971 1.248 -5.780 -0.412
C 1.197 2.237 -4.655 -0.209
N 1.470 1.548 -3.410 -0.406
C 2.124 2.361 -2.388 -0.402
C 0.965 0.339 -3.135 0.859
O 1.093 -0.166 -1.995 -0.752
H -0.493 -2.229 -4.542 0.175
H -1.433 -1.257 -3.370 0.220
H 0.066 -2.047 -2.866 0.248
H -1.045 0.733 -5.203 0.211
H -0.192 -0.546 -6.087 0.185
H 0.638 1.775 -6.677 0.203
H 1.903 0.728 -6.012 0.204
H 0.321 2.883 -4.517 0.227
H 2.058 2.875 -4.869 0.196
H 1.654 3.344 -2.386 0.214
H 3.191 2.434 -2.592 0.216
H 2.005 1.927 -1.404 0.247
```



<x>
The following is a DFT calculation (wB97M-V/def2-TZVPD) of a structure of composition C14H24BF10N3O8PTi.

Calculated values
* HOMO-LUMO gap (spin up / spin down): 7.1 / 7.2 eV
* 2S+1: 2
* net charge: -2
* ⟨S²⟩: 0.75
* HOMO level (spin up / spin down): -0.0913 / -0.0975 hartree

Structure (XYZ):
```
62
Properties=species:S:1:pos:R:3:nbo_charge:R:1
Ti -0.257 -0.653 -0.232 1.681
O -1.882 -1.282 1.402 -0.730
C -2.427 -0.578 2.495 -0.060
C -1.332 0.167 3.255 -0.233
N -0.423 0.790 2.323 -0.456
C -0.895 2.051 1.796 -0.326
C -0.274 2.371 0.430 0.798
O 0.081 3.528 0.209 -0.705
O -0.207 1.395 -0.387 -0.776
C 0.972 0.796 2.703 -0.336
C 1.886 -0.139 1.891 0.812
O 3.030 -0.288 2.281 -0.658
O 1.375 -0.671 0.833 -0.785
H -1.242 -1.929 1.769 0.510
H -3.175 0.105 2.089 0.180
H -2.939 -1.277 3.166 0.168
H -1.792 0.900 3.941 0.161
H -0.775 -0.553 3.858 0.204
H -1.974 1.983 1.633 0.209
H -0.700 2.892 2.478 0.175
H 1.391 1.801 2.583 0.213
H 1.110 0.526 3.754 0.204
F -2.216 -0.480 -1.221 -0.589
P -3.269 -1.639 -1.967 2.615
F -3.592 -0.532 -3.081 -0.578
F -2.018 -2.150 -2.825 -0.567
F -4.260 -2.697 -2.657 -0.590
F -4.454 -1.049 -1.045 -0.587
F -2.886 -2.667 -0.802 -0.565
C 1.618 -2.310 -3.670 -0.259
O 1.527 -1.785 -2.362 -0.539
C 0.656 -0.745 -2.162 0.397
O 0.197 -0.179 -3.133 -0.655
H 2.292 -3.164 -3.609 0.169
H 2.015 -1.577 -4.377 0.172
H 0.635 -2.631 -4.026 0.183
F 1.681 -3.889 1.019 -0.537
B 0.330 -3.694 1.056 1.369
F -0.387 -4.871 0.956 -0.555
F -0.052 -3.011 2.262 -0.571
F -0.091 -2.814 -0.036 -0.552
C 3.606 2.161 0.129 -0.403
N 3.432 2.939 -1.082 -0.468
C 3.027 4.324 -0.927 -0.226
C 3.479 5.075 -2.164 -0.409
C 2.791 4.473 -3.385 -0.189
N 2.440 3.083 -3.185 -0.462
C 1.847 2.431 -4.329 -0.410
C 2.995 2.272 -2.208 0.797
O 3.055 1.065 -2.332 -0.644
H 4.504 2.481 0.665 0.173
H 3.700 1.110 -0.127 0.265
H 2.742 2.286 0.785 0.186
H 3.511 4.723 -0.032 0.188
H 1.943 4.392 -0.785 0.240
H 4.563 4.958 -2.253 0.193
H 3.259 6.142 -2.091 0.198
H 3.439 4.573 -4.270 0.162
H 1.867 5.019 -3.612 0.181
H 2.573 2.298 -5.146 0.153
H 1.026 3.052 -4.695 0.180
H 1.454 1.459 -4.041 0.285
```



Which of them is most stable? Easy: <w>.



<w>
The following is a DFT calculation (wB97M-V/def2-TZVPD) of the molecule C5H6N2S.

Calculated values
* HOMO-LUMO gap: 9.1 eV
* net charge: 0
* SMILES: C#C[C@H]1CNC(=S)N1
* HOMO level: -0.3092 hartree

Structure (XYZ):
```
14
Properties=species:S:1:pos:R:3:nbo_charge:R:1
C -1.872 -0.182 -0.025 0.257
C 0.077 1.053 0.020 -0.202
C 0.386 -0.238 0.574 -0.134
C 1.663 -0.738 0.050 -0.053
C 2.775 -0.961 -0.351 -0.204
H -2.100 1.802 -0.479 0.447
H 0.578 1.858 0.665 0.216
H 0.694 1.106 -0.963 0.196
H 0.507 -0.040 1.707 0.212
H -0.970 -2.074 0.004 0.447
H 3.786 -0.955 -1.022 0.277
N -1.337 1.091 -0.204 -0.632
N -0.791 -0.954 0.123 -0.617
S -3.395 -0.767 -0.096 -0.211
```



<x>
The following is a DFT calculation (wB97M-V/def2-TZVPD) of the molecule C5H6N2S.

Calculated values
* HOMO-LUMO gap: 6.5 eV
* net charge: 0
* SMILES: S=C/C=C1\C=CNN1
* HOMO level: -0.2529 hartree

Structure (XYZ):
```
14
Properties=species:S:1:pos:R:3:nbo_charge:R:1
C -1.929 0.923 -0.082 -0.228
C -0.566 1.210 -0.161 -0.441
C 0.604 0.358 0.009 0.238
C 2.081 -1.192 -0.202 0.034
C 0.724 -1.003 -0.151 -0.307
H -2.598 1.767 -0.227 0.197
H -0.344 2.311 -0.535 0.196
H 1.773 1.813 0.689 0.433
H 3.628 0.365 -0.089 0.414
H 2.544 -2.069 -0.042 0.221
H -0.201 -1.567 -0.236 0.302
N 1.761 0.946 0.084 -0.361
N 2.700 -0.046 0.210 -0.370
S -2.595 -0.668 0.119 -0.329
```



<y>
The following is a DFT calculation (wB97M-V/def2-TZVPD) of the molecule C5H6N2S.

Calculated values
* HOMO-LUMO gap: 9.6 eV
* net charge: 0
* SMILES: C#C[C@H]1CN(S)C=N1
* HOMO level: -0.3381 hartree

Structure (XYZ):
```
14
Properties=species:S:1:pos:R:3:nbo_charge:R:1
C 0.632 0.942 0.045 -0.225
C 0.361 0.313 1.469 -0.169
C -1.340 -0.323 0.092 0.244
C 1.397 -0.709 1.693 -0.078
C 1.900 -1.626 2.339 -0.206
H -0.159 -0.486 -2.945 0.110
H 0.264 1.981 -0.103 0.190
H 1.566 0.768 -0.402 0.219
H 0.476 1.184 2.193 0.242
H -2.261 -0.800 -0.322 0.219
H 2.132 -2.894 2.538 0.285
N -0.248 0.028 -0.729 -0.529
N -1.119 -0.140 1.366 -0.441
S -0.635 0.590 -2.452 0.139
```



<z>
The following is a DFT calculation (wB97M-V/def2-TZVPD) of the molecule C5H6N2S.

Calculated values
* HOMO-LUMO gap: 9.3 eV
* net charge: 0
* SMILES: S[C@H]1[C@H]2C=NN=C[C@@H]12
* HOMO level: -0.3315 hartree

Structure (XYZ):
```
14
Properties=species:S:1:pos:R:3:nbo_charge:R:1
C -1.125 0.637 0.133 -0.314
C 0.177 1.124 -0.318 -0.281
C 0.969 0.473 -1.260 0.060
C 0.531 -1.033 1.040 0.047
C -0.020 0.316 0.967 -0.281
H -1.518 -2.069 -0.562 0.211
H -1.726 1.452 0.362 0.252
H 0.383 2.005 0.092 0.227
H 1.427 0.996 -2.153 0.218
H 1.087 -1.565 1.914 0.235
H 0.247 0.869 1.798 0.228
N 0.952 -0.868 -1.335 -0.276
N 0.798 -1.687 -0.119 -0.277
S -2.183 -0.651 -0.557 -0.051
```



Which of them is most stable? Easy: <x>.



<w>
The following is a DFT calculation (wB97M-V/def2-TZVPD) of the molecule C5H6N2S.

Calculated values
* HOMO-LUMO gap (spin up / spin down): 7.0 / 7.2 eV
* net charge: 0
* HOMO level (spin up / spin down): -0.3073 / -0.3087 hartree

Structure (XYZ):
```
14
Properties=species:S:1:pos:R:3:nbo_charge:R:1
C 4.083 -1.020 -0.064 0.198
C 0.319 1.000 -0.196 0.042
C 1.401 1.877 -0.039 -0.496
C 2.999 -0.256 -0.214 -0.539
C -0.909 -1.082 0.176 -0.413
N 5.048 -1.626 0.029 -0.289
N 0.281 -0.268 0.000 -0.429
S 3.027 1.415 0.034 0.661
H -0.682 1.650 -0.332 0.136
H 1.139 2.844 -0.294 0.233
H 2.160 -0.832 -0.521 0.302
H -1.282 -1.318 -0.911 0.201
H -0.702 -1.952 0.636 0.203
H -1.557 -0.439 0.711 0.190
```



<x>
The following is a DFT calculation (wB97M-V/def2-TZVPD) of the molecule C5H6N2S.

Calculated values
* HOMO-LUMO gap: 7.8 eV
* net charge: 0
* SMILES: Nc1cccn1C=S
* HOMO level: -0.2987 hartree

Structure (XYZ):
```
14
Properties=species:S:1:pos:R:3:nbo_charge:R:1
C 0.476 1.317 0.155 0.295
C -0.593 1.893 0.924 -0.311
C -1.465 0.946 1.360 -0.273
C -0.926 -0.170 0.901 -0.037
C 0.446 -0.854 -0.852 -0.059
H 1.337 2.695 -1.088 0.396
H 2.441 1.662 -0.263 0.390
H -0.187 2.787 1.374 0.223
H -2.467 0.918 1.828 0.246
H -1.123 -1.235 0.954 0.231
H 1.372 -0.410 -1.390 0.223
N 1.517 1.883 -0.610 -0.853
N 0.120 -0.012 0.057 -0.413
S -0.029 -2.394 -0.780 -0.057
```



Which of them is most stable? Easy: <x>.